No. 1
Here is a molecular structure, C31H19BrCl5IMgN5 at a distorted geometry from the OMol25 dataset. Energies are from ωB97M-V/def2-TZVPD.

Values from the calculation:
multiplicity = 1
net charge = +1
frontier orbital gap = 7.5 eV
LUMO energy = -3.3 eV
largest force on an atom = 1.2 eV/Å
total energy = -6839.206226 Eh

Structure (XYZ):
```
63
Properties=species:S:1:pos:R:3:forces:R:3:nbo_charge:R:1
C -0.506 5.096 1.254 0.10 -0.17 -0.15 -0.129
Cl 5.611 1.527 1.973 0.03 -0.04 0.05 0.065
N -1.183 0.902 -1.825 -0.12 -0.16 0.15 -0.499
C 1.010 -2.881 -3.262 -0.10 0.15 0.11 -0.235
H -3.442 -0.873 -3.566 -0.06 -0.03 0.03 0.225
C 0.320 -2.049 -2.393 -0.01 -0.33 -0.38 0.043
I -3.183 1.805 2.047 0.06 0.32 -0.06 0.170
H -0.076 2.473 -2.532 0.08 0.03 -0.03 0.201
Cl 0.927 -2.291 0.753 -0.23 -1.13 -0.12 -0.006
C -0.518 -1.540 4.648 0.04 0.15 -0.19 -0.136
H 2.471 0.295 -1.780 0.10 0.06 0.00 0.218
H -2.743 0.674 -5.347 -0.04 0.00 -0.09 0.236
Br 4.577 -0.805 -3.561 -0.26 -0.05 0.12 0.105
N -0.472 -0.117 2.275 -0.25 -0.21 -0.05 -0.574
Cl 3.110 2.604 0.659 0.15 0.57 -0.14 -0.007
Cl 3.394 -3.378 2.232 0.04 0.08 -0.04 0.053
H -4.528 -3.432 -0.048 -0.06 -0.05 0.01 0.238
C 2.018 0.131 0.770 0.71 0.17 0.09 -0.654
C -1.525 4.306 1.758 0.02 -0.06 -0.03 -0.279
H 0.831 -0.023 5.354 0.06 0.10 0.07 0.239
N 0.837 -0.942 -1.874 -0.16 -0.01 0.17 -0.508
C 0.260 3.197 0.044 0.08 0.59 -0.11 0.055
C -3.018 -2.517 1.165 0.24 0.21 -0.04 -0.218
H 0.792 1.205 3.187 0.13 -0.01 -0.04 0.215
H -0.526 -2.105 5.566 0.00 -0.05 0.08 0.236
C 0.400 4.536 0.367 -0.14 0.02 -0.01 -0.239
Mg -0.026 0.314 0.135 -0.14 0.59 -0.43 1.701
H 1.203 5.121 -0.051 0.08 0.01 -0.08 0.239
C -2.310 0.747 -4.362 0.18 0.07 0.22 -0.146
C 4.384 -0.867 2.056 -0.07 -0.01 -0.03 -0.090
C -3.499 -1.870 -1.086 0.16 0.13 0.07 -0.240
C -1.348 1.700 -4.072 -0.07 -0.10 0.09 -0.217
C -2.703 -0.116 -3.355 0.08 -0.02 0.24 -0.210
C -2.483 -0.916 -0.989 -0.64 -0.62 0.08 0.277
C 2.065 -0.604 -2.222 0.55 -0.01 -0.37 0.011
C 3.120 0.929 1.067 0.03 -0.49 0.08 0.007
H 0.550 -3.781 -3.642 -0.04 -0.02 0.00 0.235
C 0.224 0.292 3.320 0.15 0.10 0.43 0.066
C 0.236 -0.384 4.532 -0.06 -0.05 -0.10 -0.228
N -1.775 -0.789 0.124 -0.12 -0.14 -0.19 -0.595
C -1.270 -1.956 3.562 -0.06 0.19 -0.31 -0.241
N -0.687 2.420 0.555 -0.03 -0.29 0.11 -0.591
C -2.120 -0.010 -2.091 -0.23 0.22 -0.86 0.137
Cl 5.787 -1.444 2.856 -0.04 -0.07 -0.02 0.076
H 0.941 2.714 -0.638 0.09 0.08 -0.05 0.206
C -2.022 -1.541 1.189 -0.75 -0.57 0.07 0.176
H -4.077 -1.997 -1.985 -0.04 0.08 -0.08 0.231
H -0.428 6.133 1.540 0.01 0.13 0.05 0.238
H -0.694 -2.294 -2.106 -0.01 -0.10 0.07 0.191
H -3.223 -3.141 2.018 0.02 0.01 0.15 0.234
C -3.755 -2.681 0.005 0.15 0.13 -0.02 -0.129
C -1.567 2.978 1.364 -0.59 -0.06 0.47 0.115
C 3.320 -1.718 1.770 0.07 -0.15 0.13 -0.121
C 2.303 -2.541 -3.624 0.12 0.30 0.20 -0.177
C 2.829 -1.368 -3.098 0.08 -0.07 -0.12 -0.112
H 2.889 -3.165 -4.283 0.01 0.01 -0.04 0.245
C -0.822 1.734 -2.787 -0.01 0.27 -0.40 0.057
C -1.222 -1.215 2.382 -0.07 -0.09 1.03 0.268
C 2.198 -1.200 1.130 0.71 0.43 0.16 -0.006
H -1.009 2.394 -4.824 0.06 0.09 -0.01 0.238
H -2.262 4.705 2.438 -0.06 -0.02 0.00 0.247
H -1.870 -2.847 3.634 -0.06 -0.12 -0.02 0.225
C 4.287 0.469 1.678 0.11 0.00 0.07 -0.130
```
Forces are in eV/Å.



No. 2
Here is a molecular structure, C31H20BrMgN9OS3 at a distorted geometry from the OMol25 dataset. Energies are from ωB97M-V/def2-TZVPD.

Values from the calculation:
multiplicity = 1
net charge = -2
frontier orbital gap = 5.0 eV
LUMO energy = 3.6 eV
largest force on an atom = 1.7 eV/Å
relative energy (zero: lowest compared OMol25 entry of this formula, charge and spin) = 0.000 eV
total energy = -5730.238605 Eh

Structure (XYZ):
```
66
Properties=species:S:1:pos:R:3:forces:R:3:nbo_charge:R:1
C 2.949 1.313 -6.233 0.20 -0.04 -0.10 -0.108
H 2.025 1.722 0.162 0.08 -0.04 0.00 0.201
H 1.483 4.346 -6.183 -0.10 0.02 -0.06 0.212
C -1.609 2.033 -3.638 0.12 -0.46 0.61 -0.068
C -1.756 0.200 -1.424 -0.50 -0.34 -0.14 0.456
C -1.787 -3.342 2.467 -0.07 -0.08 0.13 -0.185
C 0.714 1.122 -5.437 -0.25 0.42 0.02 -0.255
H 2.458 -4.176 -0.717 -0.01 0.11 0.07 0.389
C 3.058 -0.258 3.535 -0.24 -0.11 -0.24 -0.675
C 1.909 0.528 -5.766 0.23 -0.04 -0.05 -0.214
C -3.240 -2.506 4.223 -0.05 -0.37 0.18 -0.180
N 2.676 -3.736 0.164 -0.09 -0.14 0.22 -0.812
H -3.611 1.423 -4.013 -0.08 0.12 0.00 0.213
C -0.617 1.079 -1.604 0.22 0.69 -0.74 0.063
N -3.078 -7.272 4.920 -0.04 -0.05 0.01 -0.405
H 0.642 3.655 -3.405 0.03 -0.03 0.00 0.216
C -2.442 -2.247 3.110 -0.26 -0.21 0.11 -0.171
C 1.108 1.951 3.983 0.14 -0.32 -0.21 -0.259
C -2.821 -4.880 4.066 0.01 1.33 -0.22 -0.229
H -3.717 -1.667 4.712 0.01 -0.01 0.04 0.217
C 0.530 2.513 -5.580 1.26 -0.91 -0.07 0.184
C -2.036 -4.629 2.947 -0.24 -0.18 0.35 -0.124
C 0.555 2.879 -2.658 0.16 -0.01 0.12 -0.186
C -0.526 1.983 -2.691 -0.11 -0.13 0.24 -0.007
N 1.534 -0.844 1.692 0.01 0.60 -0.02 -0.300
H -1.575 -5.460 2.430 0.04 -0.02 0.03 0.209
C -2.977 -6.188 4.540 -0.07 -1.10 0.34 0.329
C 1.320 1.821 -0.654 0.20 0.14 0.09 0.057
H 2.030 -0.538 -5.651 0.06 -0.09 0.01 0.231
H 2.811 -0.582 4.548 -0.02 0.02 0.09 0.214
C 0.265 3.035 4.079 -0.28 0.11 -0.19 -0.170
C 1.818 -0.069 2.697 1.16 -0.93 -0.02 0.122
H -1.701 2.241 1.457 -0.11 0.06 -0.06 0.205
N -4.765 -4.119 6.882 -0.04 -0.01 -0.01 -0.403
H -1.429 4.031 3.183 -0.09 0.00 -0.02 0.209
C 2.807 2.682 -6.384 0.23 -0.19 -0.01 -0.240
Mg -0.356 -0.621 0.829 -0.29 -0.68 0.43 1.703
N 0.295 1.008 -0.638 -0.04 -0.01 0.08 -0.462
C 1.482 2.790 -1.644 -0.14 0.05 -0.13 -0.240
N -0.696 3.103 -5.506 -1.26 1.02 -0.26 -0.314
C 2.217 -2.441 0.244 0.51 0.07 -0.46 0.281
C -4.167 -3.982 5.905 -0.65 -0.10 1.00 0.318
N -0.089 1.173 2.075 0.43 0.08 0.24 -0.515
H 0.397 3.764 4.871 0.00 -0.02 0.01 0.201
N 2.262 -1.901 1.447 0.88 -0.84 1.18 -0.455
O -1.747 -0.651 -0.505 -0.62 0.38 -0.92 -0.735
C -0.758 3.186 3.148 0.17 0.03 0.15 -0.289
C -3.427 -3.787 4.735 0.71 -0.11 -1.08 -0.215
H 3.670 -1.029 3.071 -0.02 0.04 0.03 0.255
H 2.465 -4.301 0.974 -0.05 0.08 0.06 0.387
C -2.782 1.316 -3.327 0.38 -0.02 -0.05 -0.114
H -0.109 0.513 -5.091 0.01 -0.03 0.06 0.231
H 3.627 3.270 -6.769 0.07 0.05 0.01 0.214
C 0.929 1.030 2.933 -0.52 1.00 0.41 0.191
N -1.671 2.745 -4.783 -0.23 0.44 -0.63 -0.119
H 1.897 1.813 4.707 0.07 -0.06 -0.03 0.211
Br 4.606 0.499 -6.708 -0.03 0.01 0.01 0.005
S -2.314 -0.612 2.613 0.28 0.34 -0.12 -0.498
C 1.609 3.278 -6.063 -0.45 -0.12 0.31 -0.255
H 2.317 3.474 -1.602 0.06 0.03 0.02 0.208
H 3.631 0.669 3.597 0.01 0.04 0.04 0.201
C -2.852 0.417 -2.297 -0.30 -0.17 0.02 -0.353
S -0.693 -3.205 1.158 0.18 0.25 -0.42 -0.474
S 1.901 -1.616 -1.183 -0.40 0.15 -0.59 -0.409
C -0.896 2.206 2.179 -0.26 0.40 0.08 0.088
H -3.753 -0.154 -2.128 -0.02 -0.09 0.05 0.220
```
Forces are in eV/Å.



No. 3
Here is a molecular structure, C31H20Cl2CrO5S at a distorted geometry from the OMol25 dataset. Energies are from ωB97M-V/def2-TZVPD.

Values from the calculation:
multiplicity = 4
net charge = +1
frontier orbital gap (alpha / beta) = 6.3 / 5.4 eV
LUMO energy (alpha / beta) = -3.4 / -5.9 eV
largest force on an atom = 4.6 eV/Å
total energy = -3932.126143 Eh

Structure (XYZ):
```
60
Properties=species:S:1:pos:R:3:forces:R:3:lowdin_spin:R:1
H -5.717 0.826 -2.161 0.23 -0.27 0.18 -0.001
H -4.585 -0.816 1.672 0.05 0.10 -0.35 -0.002
C 1.005 3.354 5.546 -0.20 0.10 -1.21 0.013
Cr 1.894 -4.016 -0.819 0.79 -1.82 -1.78 0.854
H 2.727 1.419 -3.360 -0.34 0.19 -0.01 -0.003
C -1.151 0.370 -1.178 -0.16 -0.52 -0.95 0.282
C -3.610 0.512 -1.858 -0.09 0.02 0.27 0.061
H -6.367 0.013 0.118 0.38 -0.01 -0.16 0.004
C 0.438 -1.268 0.111 -0.22 -0.62 0.00 0.141
C -2.584 0.215 -0.928 -0.65 -0.66 0.05 0.008
O 0.855 -6.440 -2.381 1.16 2.78 2.67 0.035
O 0.563 -2.574 -3.157 1.55 -1.65 3.09 -0.009
C -4.950 0.489 -1.460 0.12 -0.23 0.10 -0.008
H 1.455 0.899 -1.311 -0.11 0.05 -0.30 0.003
C 1.199 -5.576 -1.679 -1.72 -2.99 -2.97 0.020
O 1.669 2.500 0.641 -1.06 0.43 -0.19 0.026
H -0.978 2.481 -5.325 0.19 0.03 0.38 -0.002
H -2.219 -0.718 0.996 -0.22 0.28 -0.09 0.003
C 2.598 -2.432 0.418 0.13 1.62 0.16 0.030
C 0.554 -3.663 0.788 -1.48 0.61 0.37 0.024
C 1.090 2.188 3.424 0.07 0.20 0.50 0.014
C 0.922 1.206 -2.210 0.22 -0.62 -0.54 0.088
Cl 1.438 3.450 7.198 -0.04 -0.04 0.36 0.005
H 1.391 1.317 2.837 -0.09 0.38 0.17 0.001
C 2.697 -4.778 1.031 0.32 -0.31 1.26 0.047
H -0.318 5.296 3.060 0.23 -0.35 0.08 0.001
C 0.954 1.936 -4.512 -0.11 -0.19 0.10 0.100
S 0.516 3.327 0.994 2.91 1.38 1.59 0.067
C -1.145 1.814 -3.280 -0.07 -0.01 -0.54 0.080
H 1.777 1.350 5.289 -0.03 0.19 -0.01 0.000
C 1.298 -4.806 1.092 0.14 -0.58 0.46 0.005
C -0.319 -0.518 -0.495 0.70 -0.36 0.74 0.043
C 1.326 2.209 4.804 -0.21 0.19 -0.34 -0.003
C -0.853 2.460 0.528 -0.65 0.32 0.23 0.593
C 0.138 4.427 3.541 0.20 -0.19 0.29 0.013
H 3.082 -1.512 0.082 -0.07 -0.33 0.29 0.001
H -0.955 1.512 1.009 -0.19 -0.47 0.05 0.020
H 4.423 -3.530 0.683 -0.17 -0.08 -0.18 -0.001
C -0.498 1.162 -2.211 0.54 0.29 0.18 0.023
O 4.015 -4.469 -2.977 -2.13 0.69 3.27 0.040
C 3.310 -4.260 -2.074 2.56 -0.39 -3.84 0.024
H -3.368 0.695 -2.905 -0.18 0.12 0.52 0.003
C -2.985 -0.341 0.315 -0.09 0.22 -0.08 0.057
H 1.501 2.131 -5.441 -0.29 -0.04 0.40 0.005
C 1.194 -2.435 0.514 -0.67 1.47 -0.15 0.037
C 3.339 -3.574 0.719 0.63 -0.37 0.24 0.004
C 1.639 1.518 -3.363 -0.35 0.22 0.23 -0.011
O 0.450 4.725 0.633 -0.29 -1.03 -0.37 0.004
H 0.777 -5.724 1.353 0.14 0.11 -0.25 -0.001
H 3.283 -5.685 1.204 -0.27 0.37 -0.04 0.003
C -5.318 0.026 -0.188 0.21 0.29 -0.09 0.067
H -2.203 2.066 -3.218 0.41 -0.20 -0.17 0.005
C 0.385 4.446 4.921 -0.01 -0.26 -0.33 -0.002
C 1.048 -3.091 -2.231 -1.78 1.95 -3.33 -0.012
H 0.109 5.324 5.495 0.10 -0.15 0.01 0.000
C -4.324 -0.420 0.688 0.11 0.05 -0.21 -0.008
H -0.537 -3.702 0.730 0.43 0.00 0.21 0.000
Cl -2.176 3.259 -0.065 -0.54 0.31 -0.13 0.195
C 0.538 3.312 2.799 -0.16 -0.31 -0.12 0.023
C -0.437 2.116 -4.448 0.11 0.11 0.27 -0.007
```
Forces are in eV/Å.